Record 1
Here is a single CH6N2 molecule in a non-equilibrium geometry from the OMol25 dataset. Energies are from ωB97M-V/def2-TZVPD.

Last column: natural (NBO) charge in e.
CARTESIAN COORDINATES (ANGSTROEM)
N1 -0.084 0.603 -0.822  -0.8629
C1 0.557 -0.020 0.298  -0.0561
N2 -0.478 -0.949 0.616  -0.8392
H1 -0.828 1.254 -0.506  0.3541
H2 0.586 1.036 -1.460  0.3516
H3 0.806 0.644 1.115  0.1635
H4 1.451 -0.568 -0.020  0.1770
H5 -0.704 -1.559 -0.155  0.3675
H6 -1.307 -0.442 0.933  0.3445

Results
LUMO energy (eV): 1.2
Total charge: 0
E_tot (hartree): -151.1777
Relative energy (zero: lowest compared OMol25 entry of this formula, charge and spin) (kJ/mol): 55.8
SMILES string: NCN
Kohn-Sham gap (eV): 9.6507

Record 2
Here is 2 unconnected molecules or ions with the total composition CH6N2O2 in a non-equilibrium geometry from the OMol25 dataset. Energies are from ωB97M-V/def2-TZVPD.

Last column: natural (NBO) charge in e.
CARTESIAN COORDINATES (ANGSTROEM)
O1 0.027 -2.089 0.272  -0.5858
C1 -0.968 -1.422 0.063  0.6333
O2 -1.666 -0.855 1.059  -0.6760
H1 -1.397 -1.178 -0.920  0.1307
H2 -1.222 -1.161 1.879  0.4966
N1 1.481 0.906 -0.799  -0.6708
N2 0.567 1.740 -0.074  -0.6754
H3 2.215 0.526 -0.190  0.3527
H4 1.044 0.092 -1.239  0.3226
H5 -0.110 2.199 -0.690  0.3490
H6 0.028 1.241 0.639  0.3232

Results
LUMO energy (eV): 0.7
Total charge: 0
E_tot (hartree): -301.6516
Relative energy (zero: lowest compared OMol25 entry of this formula, charge and spin) (kJ/mol): 243.0
SMILES string: O=CO.NN
Kohn-Sham gap (eV): 9.6584

Record 3
Here is 2 unconnected molecules or ions with the total composition CH6N2O2 in a non-equilibrium geometry from the OMol25 dataset. Energies are from ωB97M-V/def2-TZVPD.

Last column: natural (NBO) charge in e.
CARTESIAN COORDINATES (ANGSTROEM)
H1 -0.140 0.907 1.122  0.3728
N1 -1.104 1.139 1.408  -0.4164
N2 -1.911 0.263 1.097  0.2000
O1 -1.741 -0.804 0.502  -0.5050
H2 -2.890 0.478 1.391  0.3518
C1 1.527 -0.207 -1.174  -0.2458
O2 1.026 -0.408 0.124  -0.7570
H3 1.801 -1.155 -1.649  0.1655
H4 2.420 0.408 -1.077  0.1812
H5 0.803 0.313 -1.811  0.1607
H6 0.209 -0.934 0.067  0.4923

Results
LUMO energy (eV): 0.7
Total charge: 0
E_tot (hartree): -301.5855
Relative energy (zero: lowest compared OMol25 entry of this formula, charge and spin) (kJ/mol): 416.5
SMILES string: [H]/N=[NH+]\[O-].CO
Kohn-Sham gap (eV): 11.0911

> Which formula does entry 1 have?

CH6N2

Repeat the first record exactly.
Here is a single CH6N2 molecule in a non-equilibrium geometry from the OMol25 dataset. Energies are from ωB97M-V/def2-TZVPD.

Last column: natural (NBO) charge in e.
CARTESIAN COORDINATES (ANGSTROEM)
N1 -0.084 0.603 -0.822  -0.8629
C1 0.557 -0.020 0.298  -0.0561
N2 -0.478 -0.949 0.616  -0.8392
H1 -0.828 1.254 -0.506  0.3541
H2 0.586 1.036 -1.460  0.3516
H3 0.806 0.644 1.115  0.1635
H4 1.451 -0.568 -0.020  0.1770
H5 -0.704 -1.559 -0.155  0.3675
H6 -1.307 -0.442 0.933  0.3445

Results
LUMO energy (eV): 1.2
Total charge: 0
E_tot (hartree): -151.1777
Relative energy (zero: lowest compared OMol25 entry of this formula, charge and spin) (kJ/mol): 55.8
SMILES string: NCN
Kohn-Sham gap (eV): 9.6507